ORCA calculation (ωB97M-V/def2-TZVPD) on a 17-piece molecular cluster, C40H120N25O19 overall at a distorted geometry.

Positions of all 204 atoms, in Å:
O 3.8909 -2.8035 -1.9361
O -2.8171 4.5976 4.8551
O -3.9756 -7.0770 0.6278
O 5.4423 0.7851 -0.4054
O -5.9845 1.0458 1.2551
O 6.3689 -4.4475 4.6044
O 0.7276 -3.6452 -2.8125
O 0.2377 1.9758 0.7001
O -4.1248 -1.8170 5.6000
O -1.3989 0.9949 -0.0750
O -4.1906 4.7925 1.3861
O 1.8984 5.9724 2.0917
O 2.3468 1.0380 3.9498
O 3.8885 0.1546 -5.0716
O 2.7073 3.8493 -2.4961
O -5.0554 -2.3469 -4.3493
O 1.0367 7.4263 -1.2630
O 0.6130 0.0581 0.0816
O -0.7999 -1.3099 -5.0709
N 6.9887 -3.0530 2.4010
N 5.4794 3.9211 -1.8949
N -1.9561 -1.2628 5.8298
N -2.7102 -1.6061 3.8127
N -0.2041 0.9714 0.1984
N 2.4284 -0.4618 -3.6089
N -7.0684 -0.3215 -5.4545
N 3.4466 1.6205 0.2271
N 5.2812 -2.9860 -3.6838
N -0.2384 1.4929 -5.2526
N -3.0817 3.6571 -0.1546
N -0.4581 -5.6805 0.3980
N 1.2009 -2.9260 -0.7215
N 3.0114 8.5691 -1.0071
N 3.0519 6.5145 -0.8371
N -0.1140 -0.2087 3.5063
N 1.8131 -0.3879 -5.6312
N 2.0546 3.7802 1.8829
N 0.2270 4.6762 1.4196
N -2.9019 3.1019 1.9550
N 3.6102 -0.5064 -0.2508
N -4.1883 0.5083 -0.9697
N 0.6959 3.4519 4.9207
N 4.8376 -4.7137 -2.4241
N -0.0569 -1.8397 -1.9396
C -3.7677 5.6336 4.7986
C 5.6181 -3.2314 2.7569
C -4.5964 -6.4596 1.7404
C -2.0487 -5.5895 -1.3898
C 2.7461 -0.1884 -4.7975
C 3.7089 1.4471 3.9622
C 1.1307 -1.0179 3.7095
C -5.0361 -0.0371 1.2448
C 4.2659 0.6306 -0.1407
C -1.0439 0.9797 -4.1631
C 6.1812 -5.3830 5.6390
C -6.0712 1.3737 -4.0394
C -4.6898 -3.4927 -3.5180
C 5.9266 2.9621 -4.0531
C 0.6709 -2.8404 -1.9274
C -5.5239 -1.1882 -3.6907
C -3.4178 3.8970 1.0364
C -0.7927 3.3685 4.9196
C -1.4126 4.7907 4.9440
C 3.5938 3.0015 -3.1143
C -3.7345 -1.7872 -0.0848
C 5.3782 -4.4717 3.6040
C -1.7273 -0.3292 -4.4621
C -1.0567 2.4319 6.0808
C 4.9162 -3.2473 1.3960
C -3.0192 -1.6207 5.0807
C 1.4312 3.3059 -2.1178
C -1.8451 -5.6930 0.1293
C -1.4400 -2.3469 -5.8137
C 2.2742 -0.1765 3.1904
C -6.5957 1.3922 2.4259
C -5.9111 0.0265 -4.6343
C -2.5691 -6.9292 0.8674
C 4.9191 3.7459 -3.2012
C -4.6559 -0.5910 -0.1787
C 4.6744 -3.4301 -2.6315
C -1.9778 2.0686 -3.6290
C 2.2619 7.5300 -1.1206
C 1.4436 4.9152 1.7877
C 0.7981 -2.2220 2.8106
H -2.3591 2.2739 1.7552
H 5.5053 -5.1091 -3.0706
H 1.3841 2.2423 -1.8841
H 5.2648 2.5407 -4.8098
H -2.3356 -2.0494 -6.3591
H -3.5151 6.5625 5.3098
H -2.1219 2.2453 6.2176
H -4.2563 -2.7145 0.1517
H 3.6815 2.3753 4.5331
H -7.2499 2.2292 2.1819
H -0.1681 2.4606 -4.9719
H 0.9045 3.9716 4.0802
H -3.5894 4.0987 -0.9079
H 3.6995 2.0504 -2.5925
H -2.1851 -7.8027 0.3406
H -0.5807 1.4808 5.8423
H 2.6557 9.4625 -1.3159
H -3.3466 0.8913 -0.5636
H 4.0209 8.5891 -1.0306
H -0.4244 0.7752 -3.2899
H -7.1626 0.5823 2.8850
H -0.2786 -0.0876 2.5172
H -1.5201 -4.7685 -1.8742
H -1.0553 5.3588 4.0852
H 5.5504 -5.3720 3.0142
H -5.1356 -0.0004 -5.3998
H 3.3402 2.7410 -4.1418
H 6.5320 3.7738 -4.4566
H 3.9265 2.4565 0.5289
H 4.1482 1.5406 2.9691
H -3.5183 -1.7218 3.2180
H -5.5710 -0.9082 -0.6789
H -3.2391 3.2038 2.9015
H 1.0215 2.5209 4.7029
H -5.5067 -0.8099 1.8526
H -0.4784 -1.6393 -2.8353
H 0.6687 3.4027 -2.8907
H -4.9372 1.1841 -1.0209
H 5.5193 -4.9298 6.3770
H 1.5912 2.8828 1.8819
H -4.3078 -5.4099 1.6879
H -4.6386 -0.8702 -3.1401
H -0.7700 -2.9129 -6.4609
H -2.2670 -0.7455 -3.6116
H -0.0937 -1.2642 -1.1104
H -2.3158 -7.0730 1.9178
H -4.1657 -3.2193 -2.6023
H 7.5706 -3.2194 3.2096
H 3.8492 -3.3602 1.5877
H -0.0357 -4.7932 0.1647
H -1.6913 -3.0407 -5.0113
H -0.7828 3.0064 6.9657
H -5.6810 -6.5531 1.6844
H 1.2697 -1.4032 4.7196
H -2.5627 -0.3244 -5.1622
H 2.6373 5.6357 -0.5616
H -2.4513 2.8801 -0.2926
H 3.1918 -0.7630 3.1431
H -3.0847 -1.8719 -0.9559
H -1.7345 -6.4227 -2.0185
H 5.7598 -6.3638 5.4187
H -1.6027 3.0579 -3.3668
H -7.8813 -0.1592 -4.8776
H -4.7923 5.3030 4.9695
H 2.4439 1.6436 0.3456
H 4.3880 -4.3266 4.0358
H -1.1023 -1.1469 5.3028
H 6.4823 2.1944 -3.5146
H -1.7500 -1.5272 3.5098
H 1.7430 -2.6546 2.4818
H -3.9127 5.7215 3.7219
H -6.9834 -1.3020 -5.6817
H 4.9947 -2.0438 -3.9082
H 1.7991 -3.7310 -0.6015
H 4.2632 -5.1121 -1.6951
H 7.3539 -3.6526 1.6749
H 7.1610 -5.4711 6.1084
H 1.4941 -2.1383 -0.1614
H 0.4311 -3.0671 3.3929
H -6.1097 2.0409 -4.9005
H 2.6146 -0.3464 -0.1944
H 4.0355 -1.3213 -0.6694
H 5.0915 -2.3383 0.8206
H -4.1789 0.2939 1.8311
H 3.1629 -0.5512 -2.9214
H 0.1223 3.7000 1.1828
H 0.1515 -2.0614 1.9479
H -2.9657 -1.6363 0.6730
H -5.8393 1.8833 3.0381
H -7.0498 1.4031 -3.5603
H -6.3255 -1.4768 -3.0108
H -0.8562 1.4405 -6.0499
H 5.5719 3.0274 -1.4337
H -5.3162 1.6730 -3.3124
H -2.4314 1.6102 -2.7502
H 1.9732 -0.5769 -6.6103
H -2.3158 -4.7606 0.4413
H 5.1510 -4.1091 0.7713
H 1.5847 -0.9800 -3.4095
H -1.1530 2.9179 3.9948
H -1.1483 5.3889 5.8160
H -3.1187 -5.5054 -1.5800
H -2.8533 2.2173 -4.2610
H -2.0518 -0.9103 6.7714
H 4.3712 0.7979 4.5349
H -0.0345 -6.2855 -0.2910
H 2.1333 0.1528 2.1609
H -4.3633 -6.9923 2.6624
H 4.8119 4.7470 -3.6189
H 1.1407 3.8103 -1.1962
H 3.0423 3.7669 2.0934
H -5.5138 -4.1618 -3.2702
H 0.0812 0.7396 3.7937
H 0.8705 -0.2206 -5.3094
H 5.9274 -3.4173 -4.3291
H 4.7511 4.3461 -1.3390
H 5.3488 -2.3485 3.3367
H 3.9842 6.5812 -1.2198
H -0.2903 5.4421 1.0123
H -4.0769 -4.2453 -4.0140

Forces on atoms 1 to 2 (eV/Å):
-0.32 1.35 0.63
-0.16 -1.49 1.26

Summary:
**Net charge**: -1
**Lowest unoccupied orbital energy**: 0.067 hartree
**E_tot**: -119578.795 eV
**Orbital gap**: 8.69 eV

ORCA calculation (ωB97M-V/def2-TZVPD) on a 4-piece molecular cluster, H10NO3 overall at a distorted geometry.

Positions of all 14 atoms, in Å:
O -1.4902 1.0546 1.6561
O -0.5990 0.9529 -1.1114
O 0.4379 -2.3935 0.2016
N 1.7341 0.2062 -0.7665
H -1.0881 1.0225 -1.9367
H 1.0076 -0.4343 -0.4172
H -2.3710 1.0825 1.3242
H -1.5923 1.3704 2.5549
H 2.4201 0.0431 -0.0197
H -0.8098 1.6520 -0.4839
H 0.6225 -2.1542 1.1122
H -0.3502 -1.9642 -0.1418
H 1.2940 1.1107 -0.6767
H 2.0143 -0.0143 -1.7078

Forces on atoms 1 to 2 (eV/Å):
1.05 0.04 0.12
0.13 -0.29 -0.15

Summary:
**Net charge**: +1
**Lowest unoccupied orbital energy**: -0.134 hartree
**E_tot**: -7788.427 eV
**Orbital gap**: 11.97 eV

ORCA calculation (ωB97M-V/def2-TZVPD) on C6H7Br6F3O2 as an isolated structure at a distorted geometry.

Positions of all 24 atoms, in Å:
Br -5.9806 3.7282 -2.1719
Br 3.0358 -1.2596 2.7089
Br 2.4052 -2.3420 5.6719
Br -5.0259 4.1623 0.8688
Br -6.1033 1.2951 0.0073
Br 4.9068 -0.3723 5.1438
F -2.4042 0.5788 -1.3943
F -1.1996 1.1880 0.2690
F -1.1993 2.3656 -1.5211
O 0.2220 0.4237 -2.7986
O 0.6660 -0.2760 -0.7381
C 3.7884 -1.7888 4.4436
C -0.0616 0.3426 -1.6376
C 1.9162 -0.8709 -1.0994
C 1.6739 -2.2253 -1.7799
C -5.1542 2.8867 -0.6141
C -1.2461 1.1344 -1.0589
H -4.1825 2.5279 -0.9171
H 4.4062 -2.6552 4.2622
H 2.6118 -2.7381 -1.9679
H 1.0632 -2.8242 -1.0994
H 2.3961 -0.1539 -1.7672
H 1.0356 -2.0656 -2.6474
H 2.4299 -1.0614 -0.1625

Forces on atoms 1 to 2 (eV/Å):
0.24 -0.40 0.54
0.17 -0.18 0.55

Summary:
**Net charge**: 0
**Lowest unoccupied orbital energy**: -0.011 hartree
**E_tot**: -438837.203 eV
**Orbital gap**: 9.92 eV

ORCA calculation (ωB97M-V/def2-TZVPD) on C18H24CaN5OS as an isolated structure.

Positions of all 50 atoms, in Å:
Ca -0.2427 -0.8388 0.1455
S -0.8820 1.5413 1.8031
O -0.0130 0.9862 -3.5886
N 1.0548 -1.0202 2.3404
N 1.6314 0.8402 0.1664
N -1.0179 -0.3079 -1.9486
N -2.7349 -0.7004 0.0888
N 1.3191 -1.6673 -1.6326
C 2.5265 0.7688 1.3316
C 1.1168 2.1890 -0.1157
C 2.4349 -0.5716 2.0600
C -2.2342 0.4593 -2.0199
C -0.0541 0.0486 -2.7898
C -3.1983 0.0252 -0.9395
C -4.9308 -0.7295 1.0481
C -3.5946 -1.0619 1.0524
C 0.0123 1.0933 3.3312
C 3.2988 -2.5753 -2.6251
C 0.2420 2.7385 1.0147
C 0.3858 -0.3796 3.4895
C 2.0590 -0.8836 -3.7649
C -5.4103 0.0292 -0.0131
C 3.1388 -1.7477 -3.7280
C 2.3718 -2.4909 -1.6040
C 1.1567 -0.8786 -2.7102
C -4.5356 0.4068 -1.0109
H -0.3943 3.5272 0.6159
H 2.2797 1.5778 2.0129
H 0.5368 2.1253 -1.0392
H 1.9247 2.9089 -0.2900
H -0.6420 1.3509 4.1635
H -4.8764 0.9898 -1.8563
H 1.8809 -0.2096 -4.5906
H 3.8448 -1.7797 -4.5472
H 1.1222 -2.0049 2.5800
H 3.5713 0.9268 1.0492
H 1.0030 -0.4579 4.3931
H 3.0252 -0.5013 2.9815
H -2.7258 0.3427 -2.9927
H 2.4728 -3.1185 -0.7246
H -5.5771 -1.0560 1.8500
H 0.8316 3.1939 1.8094
H 0.8817 1.7402 3.4145
H 2.1437 0.5347 -0.6557
H -6.4525 0.3151 -0.0613
H 2.8976 -1.3450 1.4425
H -3.1849 -1.6526 1.8657
H -2.0612 1.5424 -1.9244
H -0.5248 -0.9522 3.6768
H 4.1228 -3.2710 -2.5542

Forces on atoms 1 to 2 (eV/Å):
-0.25 -0.15 -0.25
0.01 0.00 0.03

Summary:
**Net charge**: +1
**Lowest unoccupied orbital energy**: -0.101 hartree
**E_tot**: -57825.983 eV
**Orbital gap**: 8.28 eV

Question: The highest E_tot belongs to which entry?
Answer: H10NO3

Question: Among the records above, which one has the lowest E_tot?
Answer: C6H7Br6F3O2